Entry 1:
ORCA calculation (ωB97M-V with the def2-TZVPD basis set) on a 14-piece molecular cluster, H30O15 overall.

Each line ends with the natural charge from an NBO analysis.
Atoms and positions in Å:
H 1.006 -1.162 -0.981  0.449
H -0.311 -0.280 -0.842  0.426
H 3.419 0.824 -0.574  0.459
H 2.045 0.957 -1.101  0.445
H -2.730 -4.409 0.737  0.458
H -1.908 -3.136 0.837  0.461
H 0.914 -1.705 1.833  0.473
H 2.015 -2.381 0.997  0.382
H 4.988 -0.328 1.416  0.451
H 4.137 -1.435 1.469  0.448
H -4.568 -1.705 -2.342  0.464
H -3.903 -2.386 -1.125  0.467
H 1.589 0.494 2.879  0.412
H 2.458 -0.881 2.844  0.507
H 2.324 2.978 -2.297  0.464
H 3.460 3.993 -1.955  0.475
H -4.271 -0.014 -0.705  0.482
H -4.399 1.286 -0.206  0.468
H -0.514 -1.641 -1.852  0.443
H -1.533 -1.876 -0.870  0.436
H -3.084 0.801 1.392  0.492
H -2.827 0.802 2.986  0.483
H 0.328 3.634 -1.328  0.450
H -0.103 4.207 -0.121  0.474
H 0.589 0.745 1.321  0.496
H -0.461 1.483 0.464  0.447
H 3.624 -2.672 -2.538  0.460
H 3.352 -3.275 -1.254  0.460
H -3.605 4.334 0.308  0.469
H -3.203 2.875 0.424  0.485
O 0.367 -0.825 -0.353  -0.882
O 2.539 0.706 -0.303  -0.906
O -1.835 -4.051 0.675  -0.917
O 1.728 -1.485 1.381  -0.864
O 4.070 -0.534 1.441  -0.895
O -3.732 -2.098 -2.025  -0.928
O 1.925 -0.181 2.311  -0.897
O 3.292 3.051 -2.049  -0.938
O -3.885 0.570 -0.038  -0.932
O -0.713 -2.258 -1.201  -0.885
O -3.128 1.323 2.182  -0.995
O 0.726 3.877 -0.505  -0.923
O -0.080 0.660 0.653  -0.946
O 2.919 -2.599 -1.885  -0.919
O -3.019 3.718 -0.101  -0.956

Calculated values
E = -1146.09690 Eh
frontier orbital gap = 6.121 eV
highest occupied orbital energy = -6.25 eV

***

Entry 2:
ORCA calculation (ωB97M-V with the def2-TZVPD basis set) on a 2-piece molecular cluster, C2H6N3O2 overall.

Each line ends with the natural charge from an NBO analysis.
Atoms and positions in Å:
N -0.532 -0.216 -0.824  -0.880
C -0.215 1.100 -0.596  0.567
N -0.808 1.983 -1.529  -0.861
N 0.592 1.589 0.259  -0.827
H -0.066 -1.018 -0.320  0.455
H -0.906 -0.392 -1.737  0.358
H -1.787 1.825 -1.689  0.355
H -0.634 2.912 -1.215  0.376
H 0.892 0.838 0.887  0.383
O 0.308 -2.447 0.603  -0.800
C 0.862 -2.149 1.693  0.637
O 1.090 -1.019 2.150  -0.770
H 1.204 -3.005 2.317  0.007

Calculated values
E = -394.64832 Eh
total charge = -1
frontier orbital gap = 8.759 eV
highest occupied orbital energy = -4.66 eV

***

Entry 3:
ORCA calculation (ωB97M-V with the def2-TZVPD basis set) on a 9-piece molecular cluster, F6H16O8P overall.

Each line ends with the natural charge from an NBO analysis.
Atoms and positions in Å:
P -0.021 -0.729 -0.037  2.606
F -1.094 -0.931 1.186  -0.602
F 0.733 0.438 0.848  -0.598
F 0.903 -1.829 0.688  -0.592
F 1.091 -0.512 -1.182  -0.591
F -0.753 -1.803 -0.958  -0.578
F -0.996 0.453 -0.589  -0.600
O -3.619 -0.138 -1.276  -0.966
H -2.839 0.108 -0.764  0.489
H -3.660 -1.093 -1.190  0.468
O 0.915 -0.833 -4.063  -0.957
H 0.790 -1.033 -3.128  0.489
H 0.055 -0.524 -4.356  0.463
O 1.729 2.685 -0.963  -0.955
H 0.813 2.392 -1.026  0.486
H 2.225 2.002 -1.422  0.468
O -1.369 3.066 -1.834  -0.937
H -1.282 4.022 -1.891  0.467
H -2.283 2.916 -1.579  0.472
O -0.566 2.382 1.965  -0.972
H -0.364 1.592 1.441  0.491
H -1.401 2.702 1.619  0.459
O 2.157 1.121 3.345  -0.951
H 1.643 0.484 3.845  0.459
H 1.562 1.416 2.646  0.490
O 3.457 -2.865 1.075  -0.954
H 2.647 -3.078 1.545  0.474
H 3.187 -2.164 0.475  0.480
O -1.277 -3.735 1.635  -0.956
H -1.144 -3.701 2.585  0.456
H -1.240 -2.810 1.361  0.489

Calculated values
E = -1552.40665 Eh
total charge = -1
frontier orbital gap = 10.858 eV
highest occupied orbital energy = -8.12 eV

***

Entry 4:
ORCA calculation (ωB97M-V with the def2-TZVPD basis set) on a 3-piece molecular cluster, C2H7NO4 overall.

Each line ends with the natural charge from an NBO analysis.
Atoms and positions in Å:
O -1.903 1.657 0.104  -0.600
C -0.722 1.572 -0.150  0.524
N 0.214 0.957 0.670  -0.698
C 1.518 1.066 0.112  0.533
O 1.883 2.083 -0.410  -0.526
H -0.411 2.151 -1.024  0.152
H -0.196 0.341 1.366  0.450
H 2.106 0.177 -0.161  0.145
O -1.710 -0.214 2.552  -0.936
H -1.890 -0.847 1.811  0.466
H -2.426 0.400 2.290  0.489
O 1.338 -3.103 -2.006  -0.936
H 0.426 -3.319 -2.304  0.468
H 1.773 -2.920 -2.851  0.468

Calculated values
SMILES string = O=CNC=O.O.O
E = -436.10650 Eh
frontier orbital gap = 10.605 eV
highest occupied orbital energy = -10.19 eV

***

Entry 5:
ORCA calculation (ωB97M-V with the def2-TZVPD basis set) on a 3-piece molecular cluster, C13H35N2O6PS overall.

Each line ends with the natural charge from an NBO analysis.
Atoms and positions in Å:
O -0.820 2.402 -5.923  -0.923
S -1.435 1.400 -5.110  2.017
O -2.794 1.534 -4.683  -0.917
C -0.414 1.107 -3.657  -0.328
O -0.591 -0.265 -3.324  -0.813
P -0.312 -0.655 -1.803  2.538
O 0.522 0.278 -1.053  -1.094
O 0.289 -2.120 -1.911  -0.971
O -1.780 -0.831 -1.216  -0.978
H -1.289 0.201 -5.731  -0.024
H -0.738 1.796 -2.882  0.241
H 0.617 1.336 -3.917  0.227
H -0.213 -2.645 -2.544  0.510
H -1.714 -0.850 -0.255  0.517
C 2.856 6.834 0.313  -0.616
C 2.562 5.483 0.946  -0.212
N 1.210 5.017 0.705  -0.452
C 0.846 3.862 1.510  -0.204
C 1.601 2.551 1.263  -0.644
C 0.801 4.956 -0.688  -0.215
C 1.615 4.068 -1.643  -0.647
H 2.145 7.588 0.655  0.210
H 3.859 7.159 0.594  0.211
H 2.822 6.796 -0.776  0.201
H 2.684 5.579 2.028  0.194
H 3.326 4.763 0.611  0.157
H -0.225 3.685 1.376  0.188
H 0.965 4.143 2.561  0.185
H 1.282 2.071 0.341  0.226
H 1.393 1.850 2.075  0.206
H 2.681 2.695 1.228  0.200
H 0.798 5.973 -1.085  0.192
H -0.246 4.643 -0.714  0.193
H 2.690 4.180 -1.490  0.206
H 1.402 4.351 -2.677  0.207
H 1.367 3.012 -1.534  0.210
C -0.090 -2.632 2.386  -0.609
C -1.198 -3.648 2.605  -0.216
N -1.727 -4.186 1.364  -0.456
C -2.951 -4.949 1.546  -0.206
C -2.885 -6.248 2.359  -0.636
C -0.745 -4.765 0.462  -0.220
C 0.117 -5.926 0.980  -0.640
H -0.435 -1.821 1.741  0.192
H 0.212 -2.198 3.340  0.218
H 0.798 -3.075 1.935  0.208
H -2.024 -3.149 3.120  0.195
H -0.833 -4.429 3.290  0.161
H -3.363 -5.170 0.557  0.191
H -3.677 -4.284 2.023  0.189
H -2.429 -7.061 1.797  0.201
H -3.897 -6.567 2.618  0.213
H -2.337 -6.123 3.292  0.205
H -0.078 -3.966 0.132  0.197
H -1.270 -5.083 -0.443  0.191
H 0.478 -5.746 1.993  0.206
H 0.992 -6.047 0.338  0.213
H -0.420 -6.873 0.972  0.204

Calculated values
SMILES string = O=[SH](=O)COP(=O)(O)O.CCN(CC)CC.CCN(CC)CC
E = -1816.86274 Eh
frontier orbital gap = 8.094 eV
highest occupied orbital energy = -7.95 eV

***

no.,E_LUMO (eV)
1,-0.1
2,4.1
3,2.7
4,0.4
5,0.1